<P>
2 unconnected molecules or ions with the total composition C3H10NO2, computed with ωB97M-V with the def2-TZVPD basis set.

Values from the calculation:
Charge = -1
Multiplicity = 1

Last columns: bonded neighbours and bond lengths (Å).
Geometry (Å):
1 C 0.86734 -0.87234 -0.12737  O2 1.349, C3 1.566, H6 1.115, H7 1.124
2 O -0.37515 -1.22183 -0.51864  C1 1.349
3 C 0.85068 0.21667 0.99825  C1 1.566, C4 1.524, N5 1.487, H8 1.089
4 C 0.59816 1.60687 0.42683  C3 1.524, H9 1.094, H10 1.084, H11 1.087
5 N -0.21708 -0.11057 1.98004  C3 1.487, H12 1.034, H13 1.019
6 H 1.51658 -0.44649 -0.92743  C1 1.115
7 H 1.45228 -1.72878 0.30680  C1 1.124
8 H 1.80021 0.20132 1.53215  C3 1.089
9 H -0.12652 1.53473 -0.38955  C4 1.094
10 H 0.17999 2.25859 1.18506  C4 1.084
11 H 1.50790 2.02554 0.00419  C4 1.087
12 H -0.91943 -0.55441 1.36456  N5 1.034
13 H 0.12435 -0.92066 2.49483  N5 1.019
14 H -1.03970 -0.43373 -1.75994  O16 1.013
15 H -2.09317 0.67431 -1.88795  O16 0.961
16 O -1.38216 0.27593 -2.39675  H14 1.013, H15 0.961

Löwdin population analysis, charges in e, atoms 1 to 2:
1. C -0.45
2. O -0.33

***

<Q>
2 unconnected molecules or ions with the total composition C3H10NO2, computed with ωB97M-V with the def2-TZVPD basis set.

Values from the calculation:
Charge = -1
Multiplicity = 1

Last columns: bonded neighbours and bond lengths (Å).
Geometry (Å):
1 C -0.83200 0.44277 -0.68361  O2 1.370, C3 1.493, H6 1.184, H7 1.217
2 O 0.20065 1.31229 -0.45161  C1 1.370
3 C -0.94107 -0.90029 -0.03963  C1 1.493, C4 1.562, N5 1.469, H8 1.096
4 C -0.71632 -0.74088 1.49776  C3 1.562, H9 0.974, H10 1.166, H11 1.135
5 N -0.02476 -1.75385 -0.80680  C3 1.469, H12 1.025, H13 1.026
6 H -1.88971 0.94466 -0.50681  C1 1.184
7 H -0.98297 0.22837 -1.87190  C1 1.217
8 H -2.02951 -0.99266 0.04726  C3 1.096
9 H 0.22637 -0.59641 1.69676  C4 0.974
10 H -0.89887 -1.72222 2.09964  C4 1.166
11 H -1.32509 0.10474 1.94749  C4 1.135
12 H 0.81196 -1.94057 -0.24497  N5 1.025
13 H 0.39778 -1.23581 -1.58474  N5 1.026
14 H 1.86277 2.20674 -0.23915  O16 0.960
15 H 3.40824 2.03500 -0.56107  O16 0.924
16 O 2.73253 2.60812 -0.29861  H14 0.960, H15 0.924

Löwdin population analysis, charges in e, atoms 1 to 2:
1. C -0.54
2. O -0.33

***

Energy ordering: <P> at the bottom, the next structure 0.0665 hartree above.